Version 1
Molecular formula: C4H6N2
Method: DFT, ωB97M-V/def2-TZVPD

Properties
- frontier orbital gap (eV) = 10.483
- molar mass (g/mol) = 82.106
- SMILES = C[C@@]1(C#N)CN1
- LUMO energy (eV) = 0.8958

Geometry as XYZ:
```
12
Properties=species:S:1:pos:R:3:lowdin_charge:R:1
C -0.75 0.48 -1.30 -0.0194
C -0.05 -0.20 -0.06 -0.4168
C 0.44 -1.54 -0.29 -0.2007
N 0.98 -2.54 -0.53 0.1358
C 0.89 0.41 1.16 -0.0635
N -0.51 0.35 1.17 -0.0004
H -0.14 1.30 -1.68 0.0703
H -1.73 0.90 -1.00 0.0803
H -0.94 -0.21 -2.14 0.0795
H 1.45 -0.10 1.99 0.1247
H 1.40 1.31 0.83 0.0907
H -1.03 -0.16 1.86 0.1195
```



Version 2
Molecular formula: C4H6N2
Method: DFT, ωB97M-V/def2-TZVPD

Properties
- frontier orbital gap (eV) = 11.160
- molar mass (g/mol) = 82.106
- SMILES = C[C@H]1N[C@H]1C#N
- LUMO energy (eV) = 0.9822

Geometry as XYZ:
```
12
Properties=species:S:1:pos:R:3:lowdin_charge:R:1
C 0.76 0.04 -1.20 -0.0517
C 0.41 0.74 0.10 -0.3192
N -0.95 1.05 0.50 0.0623
C -0.24 -0.03 1.19 -0.2666
C -0.73 -1.37 0.91 -0.1917
N -1.21 -2.39 0.66 0.1536
H -0.04 -0.66 -1.48 0.0754
H 0.89 0.77 -2.01 0.0770
H 1.68 -0.54 -1.12 0.0864
H 1.04 1.58 0.39 0.1336
H -1.62 0.67 -0.17 0.1039
H 0.01 0.14 2.24 0.1369
```



Version 3
Molecular formula: C4H6N2
Method: DFT, ωB97M-V/def2-TZVPD

Properties
- frontier orbital gap (eV) = 6.377
- molar mass (g/mol) = 82.106
- LUMO energy (eV) = 0.0079

Geometry as XYZ:
```
12
Properties=species:S:1:pos:R:3:lowdin_charge:R:1
N 2.01 0.24 0.04 0.1217
C 0.55 0.01 -0.05 -0.3709
C 0.87 1.22 -0.37 0.0933
C -2.03 0.60 -0.17 -0.1099
C -1.72 -0.67 0.07 -0.3282
N -0.26 -0.98 0.20 0.0519
H 2.63 -0.13 -0.68 0.1396
H 2.42 0.25 0.97 0.1460
H 0.81 2.29 -0.23 0.0951
H -3.12 0.70 -0.25 -0.0384
H -2.26 -1.61 0.19 0.0631
H 0.10 -1.92 0.28 0.1367
```



Version 4
Molecular formula: C4H6N2
Method: DFT, ωB97M-V/def2-TZVPD

Properties
- frontier orbital gap (eV) = 9.197
- molar mass (g/mol) = 82.106
- LUMO energy (eV) = 0.7240

Geometry as XYZ:
```
12
Properties=species:S:1:pos:R:3:lowdin_charge:R:1
C 0.20 -0.83 1.61 -0.1141
C -0.11 -0.23 0.31 -0.5617
C -0.99 1.13 -0.92 -0.1401
C 0.13 0.76 -1.62 -0.0852
H -0.41 -1.92 1.60 0.0913
H -0.61 0.18 2.26 0.1888
H 1.47 -1.10 2.15 0.1543
H -1.62 1.82 -1.20 0.0421
H 0.59 0.85 -2.52 0.0619
H 1.61 -1.00 -1.15 0.2141
N -1.04 0.61 0.34 0.0722
N 0.79 -0.27 -0.85 0.0762
```



Pick version 2: it beats the second-best structure by 27.2 kcal/mol.



Version 1
Molecular formula: C4H6N2
Method: DFT, ωB97M-V/def2-TZVPD

Properties
- frontier orbital gap (eV) = 11.192
- molar mass (g/mol) = 82.106
- SMILES = N#CC[C@H]1CN1
- LUMO energy (eV) = 0.9073

Geometry as XYZ:
```
12
Properties=species:S:1:pos:R:3:lowdin_charge:R:1
N 2.91 -1.53 -0.46 0.1358
C 1.77 -1.31 -0.45 -0.2234
C 0.33 -1.04 -0.43 -0.1417
C -0.04 0.14 0.45 -0.3371
C -0.65 1.37 -0.11 -0.1407
N -1.47 0.38 0.56 0.0153
H -0.01 -0.88 -1.46 0.1233
H -0.18 -1.94 -0.07 0.1245
H 0.57 0.25 1.34 0.1416
H -0.81 1.45 -1.19 0.1036
H -0.45 2.32 0.39 0.1042
H -1.72 0.68 1.50 0.0947
```



Version 2
Molecular formula: C4H6N2
Method: DFT, ωB97M-V/def2-TZVPD

Properties
- frontier orbital gap (eV) = 8.841
- molar mass (g/mol) = 82.106
- LUMO energy (eV) = -0.4492

Geometry as XYZ:
```
12
Properties=species:S:1:pos:R:3:lowdin_charge:R:1
C 1.76 -0.95 -0.52 -0.1641
C 0.58 -0.17 -0.94 0.0125
C -0.51 -0.24 0.04 -0.2756
N -1.56 0.76 -0.16 -0.0138
C -1.80 1.64 0.83 -0.3443
N -2.04 2.38 1.69 0.1231
H 2.28 -1.42 -1.37 0.0736
H 1.67 -1.65 0.32 0.0772
H 2.44 -0.13 -0.21 0.1054
H -0.91 -1.25 -0.20 0.1468
H -0.23 -0.29 1.11 0.1357
H -1.51 1.17 -1.08 0.1234
```



Pick version 1: it beats the second-best structure by 62.2 kcal/mol.



Version 1
Molecular formula: C6H11NS
Method: DFT, ωB97M-V/def2-TZVPD

Properties
- frontier orbital gap (eV) = 8.042
- molar mass (g/mol) = 129.228
- LUMO energy (eV) = 0.0303

Geometry as XYZ:
```
19
Properties=species:S:1:pos:R:3:lowdin_charge:R:1
C 2.51 1.37 0.00 -0.0612
C 2.98 -1.18 0.10 -0.1415
C 0.72 -0.31 -0.09 -0.0828
C -0.21 0.71 -0.08 -0.1399
C -1.62 0.30 -0.06 -0.8795
C -2.51 1.44 0.14 -0.1744
H 1.90 1.84 0.82 0.0954
H 3.65 1.26 0.29 0.1110
H 2.44 1.81 -1.05 0.1078
H 3.82 -0.83 0.71 0.0430
H 3.25 -1.83 -1.02 0.1518
H 2.48 -2.11 0.94 0.1604
H 0.46 -1.30 -0.12 0.0571
H 0.11 1.71 -0.24 0.0736
H -2.38 1.91 1.11 0.0802
H -3.56 1.01 -0.14 0.0864
H -2.07 2.24 -0.63 0.1179
N 2.12 -0.07 -0.08 -0.2790
S -2.26 -1.20 -0.01 0.6737
```



Version 2
Molecular formula: C6H11NS
Method: DFT, ωB97M-V/def2-TZVPD

Properties
- frontier orbital gap (eV) = 8.842
- molar mass (g/mol) = 129.228
- LUMO energy (eV) = 0.9264

Geometry as XYZ:
```
19
Properties=species:S:1:pos:R:3:lowdin_charge:R:1
C -0.20 1.74 -0.07 -0.3716
C 0.80 0.93 0.04 -0.2167
C -0.15 -0.89 -0.38 -0.2840
C 2.19 1.18 0.41 -0.1161
C -0.04 -1.29 -1.87 -0.0649
C -1.76 -0.82 1.41 -0.1647
N -1.41 -0.56 0.04 -0.5732
S -1.87 1.02 -0.39 0.9083
H -0.19 2.72 0.28 0.0500
H 0.18 -1.64 0.36 0.1151
H 2.61 1.90 -0.35 0.0921
H 2.79 0.27 0.52 0.0672
H 2.39 1.91 1.26 0.0938
H -0.66 -0.60 -2.42 0.0570
H -0.38 -2.32 -2.15 0.0930
H 0.98 -1.18 -2.11 0.0438
H -1.91 -1.86 1.58 0.0649
H -0.80 -0.42 2.01 0.1207
H -2.55 -0.09 1.82 0.0853
```



Pick version 1: it beats the second-best structure by 6.9 kcal/mol.



Version 1
Molecular formula: C6H11NS
Method: DFT, ωB97M-V/def2-TZVPD

Properties
- frontier orbital gap (eV) = 8.463
- molar mass (g/mol) = 129.228
- SMILES = CC[C@@H]1C[C@H](C=S)N1
- LUMO energy (eV) = -0.4129

Geometry as XYZ:
```
19
Properties=species:S:1:pos:R:3:lowdin_charge:R:1
C 1.01 -0.67 2.11 -0.1310
C -0.06 0.22 1.34 -0.2422
C -0.66 -0.65 0.22 -0.3502
C 0.41 -0.72 -0.94 -0.1167
C -0.72 0.03 -1.76 -0.4150
C -0.27 1.42 -2.07 -0.6463
S 1.16 2.07 -1.93 0.7584
N -1.73 -0.11 -0.68 0.0249
H 1.73 -1.28 1.35 0.1066
H 0.64 -1.41 2.90 0.0670
H 1.73 0.07 2.76 0.1045
H 0.50 1.16 1.02 0.1062
H -0.69 0.72 2.06 0.0893
H -1.17 -1.59 0.63 0.1505
H 1.33 -0.20 -0.87 0.0278
H 0.50 -1.78 -1.29 0.1188
H -0.97 -0.45 -2.70 0.1277
H -1.06 2.16 -1.88 0.0489
H -1.67 1.02 -0.29 0.1706
```



Version 2
Molecular formula: C6H11NS
Method: DFT, ωB97M-V/def2-TZVPD

Properties
- frontier orbital gap (eV) = 9.188
- molar mass (g/mol) = 129.228
- LUMO energy (eV) = 0.9879

Geometry as XYZ:
```
19
Properties=species:S:1:pos:R:3:lowdin_charge:R:1
C 0.63 1.11 -2.33 -0.2528
C 0.55 0.49 -0.91 -0.3373
C -0.98 0.00 -0.91 -0.5623
C 1.57 -0.61 -0.78 -0.0851
C -1.06 -0.36 1.68 -0.0813
C -1.69 0.34 0.48 -0.2379
N -0.39 1.26 -3.06 -0.3112
S -1.74 0.70 -2.32 0.9042
H 1.61 1.48 -2.66 0.1159
H 0.67 1.22 -0.06 0.1460
H -0.96 -1.10 -1.05 0.1079
H 1.20 -1.37 -0.20 0.0280
H 2.52 -0.18 -0.42 0.0931
H 1.70 -1.21 -1.77 0.1238
H -1.41 0.08 2.58 0.0743
H 0.00 -0.38 1.55 0.0581
H -1.35 -1.31 1.78 0.0253
H -1.68 1.39 0.68 0.0904
H -2.75 0.10 0.35 0.1009
```



Version 3
Molecular formula: C6H11NS
Method: DFT, ωB97M-V/def2-TZVPD

Properties
- frontier orbital gap (eV) = 9.189
- molar mass (g/mol) = 129.228
- SMILES = C[C@@H]1[C@H]2S[C@@H]2C[C@@H]1N
- LUMO energy (eV) = 0.8818

Geometry as XYZ:
```
19
Properties=species:S:1:pos:R:3:lowdin_charge:R:1
C -1.73 -1.24 1.45 -0.1046
C -0.71 -0.25 0.86 -0.3019
C -0.71 0.56 -0.47 -0.5529
S -0.37 2.23 -0.77 0.8645
C 0.95 1.01 -0.22 -0.4965
C 1.64 -0.17 -0.61 -0.1884
C 0.69 -1.18 0.42 -0.2825
N 0.58 -2.56 -0.11 -0.0115
H -2.26 -2.10 0.82 0.1114
H -2.52 -0.71 2.05 0.0625
H -1.44 -1.75 2.43 0.0825
H -0.31 0.34 1.60 0.0657
H -0.77 -0.08 -1.38 0.1036
H 0.99 1.02 0.91 0.0923
H 1.57 -0.44 -1.66 0.0927
H 2.69 0.08 -0.59 0.0928
H 1.26 -1.07 1.41 0.1422
H 0.54 -2.38 -1.28 0.1572
H 1.47 -3.02 0.17 0.0709
```



Pick version 2: it beats the second-best structure by 55.9 kcal/mol.



Version 1
Molecular formula: C6H11NS
Method: DFT, ωB97M-V/def2-TZVPD

Properties
- frontier orbital gap (eV) = 9.357
- molar mass (g/mol) = 129.228
- LUMO energy (eV) = 0.7665

Geometry as XYZ:
```
19
Properties=species:S:1:pos:R:3:lowdin_charge:R:1
C -1.19 -0.60 -1.61 -0.0576
C 0.11 -0.03 -1.15 -0.2526
C 1.15 -0.62 -0.17 -0.3476
C 0.27 -1.10 1.07 -0.1304
C -0.33 0.26 1.32 -0.5682
C 0.21 1.04 0.08 -0.3705
H -1.20 -1.29 -2.54 0.1137
H -1.81 0.06 -1.99 0.0094
H -1.62 -1.15 -0.75 0.0726
H 0.66 0.48 -1.95 0.1230
H 1.82 -1.42 -0.82 0.1837
H -0.37 -1.90 0.52 0.1301
H 0.82 -1.49 2.01 0.1335
H -1.41 0.18 1.15 0.1066
H -1.10 2.04 2.95 -0.0611
H 0.17 2.11 0.14 0.1000
H 1.96 1.22 -0.88 0.1741
N 1.61 0.68 0.03 -0.0353
S 0.27 1.53 2.61 0.6767
```



Version 2
Molecular formula: C6H11NS
Method: DFT, ωB97M-V/def2-TZVPD

Properties
- frontier orbital gap (eV) = 8.415
- molar mass (g/mol) = 129.228
- SMILES = CC[C@@]1(C=S)N[C@@H]1C
- LUMO energy (eV) = -0.3884

Geometry as XYZ:
```
19
Properties=species:S:1:pos:R:3:lowdin_charge:R:1
C 1.38 1.75 1.46 -0.0517
C 1.27 0.32 0.72 -0.1946
C -0.01 0.06 0.07 -0.5706
C -1.05 -0.37 0.99 -0.6175
S -0.98 -1.26 2.34 0.7243
N -0.53 0.95 -1.03 0.0770
C -0.18 -0.45 -1.35 -0.3139
C -1.07 -1.64 -1.78 -0.0697
H 1.26 2.62 0.73 0.0869
H 0.67 1.92 2.27 0.0623
H 2.38 1.89 1.79 0.0390
H 1.42 -0.52 1.33 0.0630
H 1.99 0.29 -0.08 0.1049
H -1.92 -0.32 0.43 0.0110
H -1.61 1.15 -0.62 0.1774
H 0.83 -0.49 -1.86 0.1499
H -2.13 -1.60 -1.31 0.0824
H -0.39 -2.58 -1.21 0.1642
H -1.34 -1.72 -2.88 0.0756
```



Pick version 2: it beats the second-best structure by 20.5 kcal/mol.



Version 1
Molecular formula: C3H8N2
Method: DFT, ωB97M-V/def2-TZVPD

Properties
- frontier orbital gap (eV) = 9.132
- molar mass (g/mol) = 72.111
- SMILES = C=CN.C=N
- LUMO energy (eV) = 0.6358

Geometry as XYZ:
```
13
Properties=species:S:1:pos:R:3:lowdin_charge:R:1
C 1.85 -2.90 -0.69 -0.0349
C 2.20 -1.71 -1.21 -0.2992
N 3.39 -1.06 -0.79 0.0069
H 2.39 -3.30 0.17 0.0504
H 1.00 -3.42 -1.08 0.0373
H 1.96 -1.54 -2.26 0.0999
H 3.52 -1.24 0.19 0.0716
H 3.36 -0.06 -0.95 0.0680
C -3.70 3.20 1.04 -0.1549
N -4.56 2.38 1.48 -0.0247
H -3.76 3.72 0.06 0.0608
H -2.75 3.28 1.62 0.0699
H -4.89 2.65 2.41 0.0489
```



Version 2
Molecular formula: C3H8N2
Method: DFT, ωB97M-V/def2-TZVPD

Properties
- frontier orbital gap (eV) = 9.870
- molar mass (g/mol) = 72.111
- SMILES = [H]/N=C(/N)CC
- LUMO energy (eV) = 0.8338

Geometry as XYZ:
```
13
Properties=species:S:1:pos:R:3:lowdin_charge:R:1
H -1.05 -1.99 0.10 0.0452
N -1.70 -1.20 -0.13 0.0899
C -0.98 -0.17 0.16 -0.5866
N -1.45 1.04 -0.04 0.0785
C 0.49 -0.05 0.71 -0.2780
C 1.43 -0.09 -0.44 -0.1970
H -0.90 1.97 -0.07 0.1437
H -2.31 1.01 -0.59 0.1051
H 0.67 0.98 1.26 0.1331
H 0.72 -0.92 1.34 0.0954
H 1.08 0.59 -1.49 0.1441
H 1.48 -1.34 -0.79 0.1340
H 2.52 0.19 -0.01 0.0925
```



Pick version 2: it beats the second-best structure by 35.7 kcal/mol.